Computed, not measured: an isolated ion of composition C4H9N2 and charge +1 in a non-equilibrium geometry, with wB97M-V/def2-TZVPD.

Geometry as XYZ:
```
15
Properties=species:S:1:pos:R:3:forces:R:3
C -2.648156 -0.554868 -0.425034 1.4783 1.1695 0.1627
N -1.688002 0.063906 0.113368 -1.5589 0.2998 -0.7713
C -0.828516 0.899391 0.445639 1.9582 -0.6285 3.3092
C 0.495149 1.108456 -0.349006 -0.7403 2.4533 -1.3548
N 1.539497 0.383332 0.303180 -0.6178 0.4101 -0.1267
C 1.704577 -1.020161 0.068893 2.4869 -0.9023 0.3975
H -2.377678 -1.495280 -0.816547 -0.4164 -1.5795 0.1188
H -3.581296 -0.062684 -0.642723 -0.1777 0.1980 -0.0791
H -0.699142 1.141634 1.626215 -0.5947 -0.5464 -2.7851
H 0.364968 1.003750 -1.459367 0.1843 -0.9114 1.0913
H 0.653351 2.210776 -0.329036 0.3273 -0.6418 0.5086
H 1.489907 0.496671 1.286511 0.2242 0.8291 1.0054
H 2.265734 -1.117389 -0.866363 -0.9715 -0.5510 -0.3069
H 2.485360 -1.446571 0.785371 -1.0746 0.8778 -0.5315
H 0.824249 -1.610961 0.258899 -0.5073 -0.4766 -0.6382
```
Forces are in eV/Å.

Results
Relative energy (zero: lowest compared OMol25 entry of this formula, charge and spin), kJ/mol: 363.76
Total charge: +1
DFT total energy, eV: -7264.3717
2S+1: 1
Highest occupied orbital energy, eV: -13.69
Maximum force, eV/A: 3.90
SMILES: C=[N+]=CCNC

Partial charges, natural (NBO), in e: atom 1 (C): 0.066, atom 2 (N): -0.262, atom 3 (C): 0.227, atom 4 (C): -0.275, atom 5 (N): -0.547, atom 6 (C): -0.447, atom 7 (H): 0.236, atom 8 (H): 0.245, atom 9 (H): 0.251, atom 10 (H): 0.249, atom 11 (H): 0.243, atom 12 (H): 0.369, atom 13 (H): 0.229, atom 14 (H): 0.238, atom 15 (H): 0.180

Computed, not measured: the molecule C6H10N2 in a non-equilibrium geometry, with wB97M-V/def2-TZVPD.

Geometry as XYZ:
```
18
Properties=species:S:1:pos:R:3:forces:R:3
C 1.390383 -1.192160 0.018551 2.0447 -1.3764 -2.1222
C 1.936940 0.246403 -0.461328 -0.3489 1.4301 3.6014
N 0.774784 1.308981 -0.062463 0.6793 -0.5931 0.7030
C 0.044390 0.522488 0.917033 -1.1769 1.2586 -2.4505
C 0.014071 -0.788207 0.199977 -2.2065 -0.0045 -1.1122
N -1.353873 -1.237556 -0.017862 -2.0197 -0.0132 1.4033
C -1.911361 0.084829 -0.447726 -0.4070 1.4259 -1.5626
C -0.907522 1.265742 -0.019166 1.8343 -2.7063 1.7950
H 1.804267 -1.563819 0.911825 1.3746 -0.3416 0.9986
H 1.553731 -1.934519 -0.823795 -0.2822 0.6428 1.1033
H 2.733885 0.589301 0.378324 -1.5698 -0.6280 -2.3229
H 2.291806 0.440299 -1.465155 0.0462 -0.4964 -0.1361
H 0.164031 0.412952 1.958817 0.2780 0.8964 1.4168
H -0.006941 -0.532901 -0.823244 0.1993 1.4340 -1.3950
H -1.939656 -1.471414 0.785703 0.6989 -0.4179 0.2877
H -3.020113 0.270351 -0.090720 2.3376 -0.2721 -0.7154
H -1.805297 0.142359 -1.550197 -0.9664 -0.4171 0.2792
H -1.123501 2.312840 0.036676 -0.5154 0.1787 0.2286
```
Forces are in eV/Å.

Results
Relative energy (zero: lowest compared OMol25 entry of this formula, charge and spin), kJ/mol: 658.34
DFT total energy, eV: -9357.6138
2S+1: 1
Highest occupied orbital energy, eV: -8.49
Maximum force, eV/A: 3.89
SMILES: C1CN2[C@@H]3[C@@H]1NC[C@@H]32

Partial charges, natural (NBO), in e: atom 1 (C): -0.411, atom 2 (C): -0.225, atom 3 (N): -0.408, atom 4 (C): -0.156, atom 5 (C): -0.107, atom 6 (N): -0.588, atom 7 (C): -0.262, atom 8 (C): -0.060, atom 9 (H): 0.195, atom 10 (H): 0.221, atom 11 (H): 0.211, atom 12 (H): 0.211, atom 13 (H): 0.195, atom 14 (H): 0.194, atom 15 (H): 0.343, atom 16 (H): 0.222, atom 17 (H): 0.194, atom 18 (H): 0.231

Computed, not measured: the molecule C3H9NOS in a non-equilibrium geometry, with wB97M-V/def2-TZVPD.

Geometry as XYZ:
```
15
Properties=species:S:1:pos:R:3:forces:R:3
O -1.327888 -2.404266 -0.090425 0.0485 -0.6110 -0.6984
C -1.323026 -1.411451 0.925535 -1.9554 -0.3081 0.5535
N -0.231692 -0.437059 0.922566 -1.0566 -0.2961 -0.2728
C 0.028092 0.310622 -0.373014 1.9233 -0.5426 1.1333
C 1.040458 1.627733 -0.096246 -1.0805 -2.1077 1.2807
S 0.937349 2.706462 -1.589102 1.4899 -0.7063 0.5253
H -0.686076 -2.273034 -0.785326 0.2384 0.3908 -0.0914
H -2.410695 -0.957998 0.845685 2.3086 -0.1285 0.2869
H -1.352710 -2.119996 1.829869 0.4635 1.8795 -0.5703
H 0.586134 -0.919541 1.297742 -0.0452 0.4696 -0.4486
H 0.689732 -0.378449 -0.986389 -0.9090 0.9615 0.0251
H -0.938166 0.493690 -0.922499 1.0991 0.2147 0.7866
H 0.735754 2.202978 0.834126 -0.0784 -0.6411 -1.3243
H 2.059170 1.155218 0.241597 -1.6334 1.1524 -1.3237
H 2.193568 2.405097 -2.054113 -0.8128 0.2727 0.1380
```
Forces are in eV/Å.

Results
Relative energy (zero: lowest compared OMol25 entry of this formula, charge and spin), kJ/mol: 209.27
DFT total energy, eV: -17628.0359
2S+1: 1
Highest occupied orbital energy, eV: -9.16
Maximum force, eV/A: 2.69
SMILES: OCNCCS

Partial charges, natural (NBO), in e: atom 1 (O): -0.758, atom 2 (C): 0.086, atom 3 (N): -0.666, atom 4 (C): -0.231, atom 5 (C): -0.545, atom 6 (S): -0.037, atom 7 (H): 0.469, atom 8 (H): 0.156, atom 9 (H): 0.181, atom 10 (H): 0.363, atom 11 (H): 0.167, atom 12 (H): 0.220, atom 13 (H): 0.230, atom 14 (H): 0.229, atom 15 (H): 0.136

Computed, not measured: C17H16CuI2N2OSSi as an isolated structure, with wB97M-V/def2-TZVPD.

Geometry as XYZ:
```
41
Properties=species:S:1:pos:R:3:forces:R:3
Cu 0.230083 -0.145383 0.040961 0.3091 -0.2547 -0.0606
C 3.081567 -0.704065 5.796025 0.0182 -0.1025 0.1351
Si 2.998380 0.696080 4.567039 -0.0841 0.0665 0.0202
C 2.979688 2.336055 5.459179 0.0113 0.1162 0.0683
C 4.479969 0.605935 3.453468 0.0698 -0.0035 -0.1660
C 1.312481 0.548154 3.715681 -0.0705 0.0496 -0.1407
C 0.198446 0.447591 4.541783 0.0155 -0.0137 0.0387
C -1.093881 0.291956 4.043801 0.0162 0.0118 0.0484
C -1.251345 0.212044 2.681706 0.0630 0.0039 -0.1163
N -0.208278 0.344299 1.856866 0.0081 -0.0736 0.4318
C 1.046888 0.527765 2.334221 -0.0538 -0.0061 0.0416
S 2.182760 0.661082 1.014719 -0.0852 0.2202 0.0362
H 4.007000 -0.638972 6.376660 -0.0600 -0.0246 -0.0218
H 3.073030 -1.668426 5.281314 -0.0023 0.0290 0.0374
H 2.245217 -0.690034 6.500077 0.0575 -0.0201 -0.0261
H 3.899779 2.486707 6.032182 -0.0635 -0.0081 -0.0353
H 2.135892 2.404535 6.151830 0.0483 0.0195 -0.0327
H 2.891088 3.154526 4.739222 0.0035 -0.0146 0.0587
H 5.379953 0.680138 4.072451 -0.0356 -0.0109 -0.0236
H 4.493844 1.418291 2.724752 0.0290 -0.0476 0.0334
H 4.515651 -0.337000 2.904106 0.0169 0.0509 0.0068
H 0.334847 0.475736 5.619931 -0.0163 0.0013 -0.0557
H -1.948706 0.208703 4.699229 0.0161 -0.0036 -0.0018
H -2.215416 0.039679 2.221165 0.0207 -0.0112 -0.0172
I -0.589959 -5.252158 0.092244 0.0094 -0.0008 -0.0392
C 0.085512 -3.956972 -1.387565 -0.0529 -0.0098 0.0756
C 0.491553 -4.464274 -2.632313 -0.0025 0.0918 0.0372
C 0.938847 -3.637063 -3.628347 0.0068 -0.1342 -0.1055
I 1.497659 -4.481490 -5.458859 -0.0061 0.0283 0.0501
C 1.010531 -2.242040 -3.410987 0.0118 0.1223 0.0281
C 1.458709 -1.284168 -4.347993 -0.0153 -0.0671 -0.0098
C 1.498201 0.041678 -4.020376 0.0056 0.0592 -0.0362
C 1.098697 0.443383 -2.739494 0.0226 0.0397 0.0600
N 0.666805 -0.418548 -1.847746 0.0065 -0.2675 -0.1254
C 0.606651 -1.750489 -2.151080 -0.0173 0.1085 -0.0158
C 0.112301 -2.597748 -1.094160 -0.0609 0.0022 0.0398
O -0.258036 -2.071055 0.026832 -0.1278 0.0770 -0.2756
H 0.444157 -5.531460 -2.802828 -0.0107 0.0105 0.0269
H 1.772836 -1.614148 -5.329663 -0.0016 -0.0036 0.0098
H 1.841465 0.783145 -4.728145 -0.0062 -0.0129 0.0161
H 1.146409 1.481338 -2.433857 0.0067 -0.0177 0.0052
```
Forces are in eV/Å.

Results
DFT total energy, eV: -102472.2180
2S+1: 2
Highest occupied orbital energy (spin up / spin down), eV: -7.59 / -7.59
Maximum force, eV/A: 0.44

Partial charges, natural (NBO), in e: atom 1 (Cu): 1.279, atom 2 (C): -1.113, atom 3 (Si): 1.641, atom 4 (C): -1.112, atom 5 (C): -1.122, atom 6 (C): -0.522, atom 7 (C): -0.099, atom 8 (C): -0.294, atom 9 (C): 0.078, atom 10 (N): -0.603, atom 11 (C): 0.114, atom 12 (S): -0.316, atom 13 (H): 0.239, atom 14 (H): 0.244, atom 15 (H): 0.232, atom 16 (H): 0.238, atom 17 (H): 0.234, atom 18 (H): 0.242, atom 19 (H): 0.237, atom 20 (H): 0.252, atom 21 (H): 0.252, atom 22 (H): 0.211, atom 23 (H): 0.227, atom 24 (H): 0.211, atom 25 (I): 0.159, atom 26 (C): -0.254, atom 27 (C): -0.209, atom 28 (C): -0.194, atom 29 (I): 0.137, atom 30 (C): -0.135, atom 31 (C): -0.101, atom 32 (C): -0.269, atom 33 (C): 0.079, atom 34 (N): -0.547, atom 35 (C): 0.166, atom 36 (C): 0.315, atom 37 (O): -0.809, atom 38 (H): 0.237, atom 39 (H): 0.234, atom 40 (H): 0.231, atom 41 (H): 0.213

Computed, not measured: a 2-piece molecular cluster, C4H11N3O2 overall in a non-equilibrium geometry, with wB97M-V/def2-TZVPD.

Geometry as XYZ:
```
20
Properties=species:S:1:pos:R:3:forces:R:3
H -0.097642 -0.079854 2.231728 -0.3903 0.9695 0.1160
N -0.701545 0.108841 1.434270 0.9944 0.0354 -1.6900
C -0.774287 1.250677 0.829559 -3.2593 -0.5529 1.3490
N -1.530432 1.317250 -0.484408 0.3541 -3.1972 -1.4122
N -0.604070 2.512253 1.422733 1.3207 -3.7085 0.8036
C 0.232102 2.564030 2.650479 -1.1222 0.7281 0.0163
H -2.541651 0.635193 -0.595708 4.2742 2.3973 1.2185
H -0.798001 0.757251 -1.143130 -2.4543 1.6290 1.6943
H -0.771494 3.276280 0.848527 -0.0356 1.5442 -0.9476
H 0.873675 1.688898 2.742392 0.0199 0.1278 -0.2877
H -0.385477 2.609224 3.586737 0.3140 -0.0739 -0.8896
H 0.840037 3.466379 2.618399 0.0979 -0.0731 0.0376
C 1.278878 -2.690683 -2.737447 2.8009 0.8356 1.0595
C 0.165563 -2.489203 -1.731102 -0.4241 -3.6161 0.1351
O -0.815338 -3.286152 -1.822011 2.7669 4.0060 1.3236
O 0.651163 -1.717728 -0.699516 2.1891 -0.8077 -6.4093
H 2.319037 -2.099788 -2.632657 -2.2746 -1.6506 0.7885
H 1.082924 -2.355368 -3.683110 -1.4980 0.9159 -2.5436
H 1.382228 -3.771277 -2.884441 0.3631 0.2597 0.4195
H 0.194330 -1.696214 0.048707 -4.0368 0.2314 5.2186
```
Forces are in eV/Å.

Results
Relative energy (zero: lowest compared OMol25 entry of this formula, charge and spin), kJ/mol: 339.66
DFT total energy, eV: -12889.3097
2S+1: 1
Highest occupied orbital energy, eV: -9.20
Maximum force, eV/A: 6.82
SMILES: [H]/N=C(/N)NC.CC(=O)O

Partial charges, natural (NBO), in e: atom 1 (H): 0.357, atom 2 (N): -0.811, atom 3 (C): 0.591, atom 4 (N): -0.905, atom 5 (N): -0.614, atom 6 (C): -0.416, atom 7 (H): 0.407, atom 8 (H): 0.379, atom 9 (H): 0.406, atom 10 (H): 0.203, atom 11 (H): 0.200, atom 12 (H): 0.208, atom 13 (C): -0.731, atom 14 (C): 0.782, atom 15 (O): -0.586, atom 16 (O): -0.677, atom 17 (H): 0.223, atom 18 (H): 0.233, atom 19 (H): 0.249, atom 20 (H): 0.502

Computed, not measured: the molecule C6H6N2O3S in a non-equilibrium geometry, with wB97M-V/def2-TZVPD.

Geometry as XYZ:
```
18
Properties=species:S:1:pos:R:3:forces:R:3
C -0.626788 -1.052764 -1.384115 0.1614 1.5934 -0.7253
C 0.319032 -1.595569 -0.512383 -0.3171 0.4100 -0.6850
C -0.916750 0.305163 -1.280131 -0.3994 0.6489 0.8133
C 0.985113 -0.856440 0.520459 -3.4183 0.7184 -2.0302
C -0.469013 1.039501 -0.176715 1.2872 -2.4232 0.2209
C 0.427166 0.461255 0.794066 0.9102 -1.8384 -2.0896
N 0.475763 2.794854 1.686394 -1.9913 -2.6059 -0.7537
N 0.036006 0.544076 3.427241 1.6871 -0.3986 0.5157
O -0.099442 1.092845 4.484455 -0.5444 0.7224 0.0573
O -0.067852 -0.638725 3.230397 -0.5712 -0.4853 -0.1785
O 2.065963 -1.373260 1.091125 0.9940 0.3512 1.2811
S 1.168483 1.480683 2.048109 -1.5509 -0.2477 -0.9233
H -1.035079 -1.460441 -2.345680 0.7001 -0.6265 1.3965
H 0.573995 -2.571505 -0.880314 0.8423 -0.5906 0.8293
H -1.512916 0.808869 -2.061349 0.2878 -0.3063 0.6452
H 1.966449 -2.287535 1.379792 -0.2389 0.0524 -0.1986
H -0.726958 2.045073 -0.111172 -0.2932 1.4974 0.3976
H 1.000563 3.546877 1.871290 2.4547 3.5287 1.4273
```
Forces are in eV/Å.

Results
Relative energy (zero: lowest compared OMol25 entry of this formula, charge and spin), kJ/mol: 567.45
DFT total energy, eV: -26271.4294
2S+1: 1
Highest occupied orbital energy, eV: -9.16
Maximum force, eV/A: 4.53

Partial charges, natural (NBO), in e: atom 1 (C): -0.171, atom 2 (C): -0.296, atom 3 (C): -0.234, atom 4 (C): 0.363, atom 5 (C): -0.161, atom 6 (C): -0.339, atom 7 (N): -1.022, atom 8 (N): 0.376, atom 9 (O): -0.362, atom 10 (O): -0.392, atom 11 (O): -0.676, atom 12 (S): 1.134, atom 13 (H): 0.227, atom 14 (H): 0.222, atom 15 (H): 0.218, atom 16 (H): 0.504, atom 17 (H): 0.246, atom 18 (H): 0.362